Computed, not measured: an isolated molecule of C5H7N in a non-equilibrium geometry, with ωB97M-V with the def2-TZVPD basis set.

As for the multiplicity: 1. As for the SMILES: C[C@H]1CC1=C=N. The calculation puts the energy relative to the best compared isomer or geometry (same formula, charge and spin) at 63.3 kcal per mole. As for the molar mass: 81.12 g mol⁻¹. The calculation puts the HOMO energy at -8.828 eV. As for the total energy: -249.37233 Eh. As for the charge: 0.

Cartesian coordinates (Å):
C 1.789098 0.476864 0.162928
C 0.590673 -0.381969 -0.140127
C -0.327670 -0.857487 0.976693
C -0.753357 0.181549 0.031844
C -1.743970 0.731699 -0.566776
N -2.713857 1.028814 -1.270922
H 2.042719 1.096195 -0.704400
H 2.651381 -0.145626 0.415046
H 1.567396 1.146412 1.000400
H 0.702519 -1.067522 -0.983581
H -0.108197 -0.543669 1.993057
H -0.794881 -1.837935 0.879032
H -2.901849 0.172677 -1.793192

Forces on atoms 1 to 2 (eV/Å):
0.088 0.022 0.055
0.138 0.005 -0.016

Mulliken atomic charge list, values in e, 2 entries:
1 C -1.210
2 C 0.061

=====

Computed, not measured: an isolated molecule of C5H7N, with ωB97M-V with the def2-TZVPD basis set.

As for the multiplicity: 1. The calculation puts the energy relative to the best compared isomer or geometry (same formula, charge and spin) at 111.2 kcal per mole. As for the molar mass: 81.12 g mol⁻¹. The calculation puts the HOMO energy at -8.285 eV. As for the total energy: -249.29602 Eh. As for the charge: 0.

Cartesian coordinates (Å):
C -2.693384 -0.051902 0.286716
C -1.455981 0.367674 -0.024561
C -0.279108 -0.414420 0.288222
C 0.855327 -0.159093 -0.562095
C 2.065132 0.310685 0.236360
N 2.062033 -0.990487 -0.349635
H -1.364942 1.332721 -0.533813
H -3.575961 0.529130 0.028697
H -2.864772 -1.003686 0.780677
H 0.790500 0.262622 -1.568813
H 1.970710 0.431851 1.312298
H 2.687024 1.048852 -0.265878
H 1.803420 -1.663948 0.371823

Forces on atoms 1 to 2 (eV/Å):
0.068 -0.040 0.039
-0.089 0.037 0.049

Mulliken atomic charge list, values in e, 2 entries:
1 C -0.651
2 C -0.022

=====

Computed, not measured: an isolated molecule of C5H7N in a non-equilibrium geometry, with ωB97M-V with the def2-TZVPD basis set.

As for the multiplicity: 1. The calculation puts the energy relative to the best compared isomer or geometry (same formula, charge and spin) at 143.4 kcal per mole. As for the molar mass: 81.12 g mol⁻¹. The calculation puts the HOMO energy at -7.824 eV. As for the total energy: -249.24475 Eh. As for the charge: 0.

Cartesian coordinates (Å):
C -1.039385 0.923557 0.216735
C -0.916223 -0.525339 -0.152319
C -0.161011 0.524739 -0.914130
N 1.095161 -0.092536 -0.480105
C 1.399823 -0.384700 1.151703
C 0.460899 -1.135294 0.309134
H -0.625474 1.307665 1.146828
H -1.962478 1.400469 -0.101085
H -1.743850 -1.130076 -0.501519
H -0.228187 0.876739 -1.934128
H 0.941745 0.437733 1.715492
H 2.137952 -0.027039 -0.492725
H 0.641030 -2.175923 0.036120

Forces on atoms 1 to 2 (eV/Å):
-0.101 0.198 0.162
-0.409 -0.077 0.091

Mulliken atomic charge list, values in e, 2 entries:
1 C -0.637
2 C -0.197

=====

Computed, not measured: an isolated molecule of C5H7N in a non-equilibrium geometry, with ωB97M-V with the def2-TZVPD basis set.

As for the multiplicity: 1. As for the SMILES: C=N[C@@H]1[C@@H]2C[C@@H]21. The calculation puts the energy relative to the best compared isomer or geometry (same formula, charge and spin) at 85.4 kcal per mole. As for the molar mass: 81.12 g mol⁻¹. The calculation puts the HOMO energy at -9.322 eV. As for the total energy: -249.33722 Eh. As for the charge: 0.

Cartesian coordinates (Å):
C 1.850532 -0.153646 1.077938
N 1.341967 0.385160 0.063626
C 0.403768 -0.488489 -0.604814
C -0.693166 0.267079 -1.220069
C -1.210875 0.948395 0.021961
C -0.982808 -0.525406 -0.008693
H 2.074416 0.472626 1.927861
H 1.936478 -1.236784 1.176678
H 0.759122 -1.446749 -1.000347
H -1.020741 0.275477 -2.240725
H -0.560466 1.564611 0.645660
H -2.242317 1.289533 -0.021014
H -1.655915 -1.351805 0.181938

Forces on atoms 1 to 2 (eV/Å):
0.215 0.029 0.199
-0.190 -0.269 1.009

Mulliken atomic charge list, values in e, 2 entries:
1 C -0.332
2 N -0.423

=====

Number 1: LUMO level 0.0361 hartree. Number 2: LUMO level -0.0199 hartree. Number 3: LUMO level 0.0396 hartree. Number 4: LUMO level 0.0430 hartree.